A) DFT (wB97M-V/def2-TZVPD) results for a cluster of 2 separate species, C16H19ClN4O6S in total.

XYZ file:
```
47
Properties=species:S:1:pos:R:3:nbo_charge:R:1
O 1.71116 -0.08640 -1.93355 -0.6239
C 2.20421 0.80920 -2.59777 0.7979
O 3.14168 0.60181 -3.54520 -0.6543
C 1.71875 2.23860 -2.39838 -0.6427
S 0.86670 2.50815 -0.77698 0.3324
C 2.22388 2.41585 0.35022 0.3587
N 2.09626 2.10878 1.60947 -0.4976
C 3.39466 2.13303 2.08506 0.3034
C 3.75575 1.78411 3.47052 -0.0853
C 2.78948 1.80081 4.49240 -0.1674
C 3.13118 1.44961 5.80412 -0.2024
C 4.44171 1.06460 6.10605 -0.2178
C 5.41448 1.03748 5.10322 -0.0234
Cl 7.04497 0.53435 5.47381 0.0095
C 5.07172 1.40421 3.79744 -0.1988
N 4.27147 2.46846 1.17250 -0.1332
O 3.51334 2.67696 0.00190 -0.3129
H 3.31708 -0.35297 -3.54071 0.5090
H 2.57474 2.91247 -2.48364 0.2638
H 1.02793 2.47225 -3.21089 0.2725
H 1.76558 2.08664 4.26175 0.2340
H 2.37586 1.46638 6.58478 0.2249
H 4.71038 0.77976 7.11871 0.2299
H 5.84073 1.37663 3.03026 0.2429
C -3.70412 -4.17324 -3.66459 -0.4090
N -3.64320 -2.97248 -2.83473 -0.5911
C -3.10909 -1.80517 -3.21742 0.6673
O -2.61713 -1.65040 -4.33471 -0.6525
C -3.12098 -0.62734 -2.22280 -0.1467
C -1.73173 0.01900 -2.12937 -0.0616
O -0.88850 -0.76404 -1.30144 -0.7653
N -3.56811 -0.95229 -0.85584 -0.6193
C -4.82562 -1.17158 -0.48377 0.6613
C -5.07003 -1.38164 0.99147 -0.7063
O -5.75375 -1.22188 -1.27715 -0.6402
H -4.36216 -3.99450 -4.51714 0.2059
H -4.08726 -5.01227 -3.08236 0.2049
H -2.70650 -4.41701 -4.03509 0.2114
H -4.09309 -2.99088 -1.93286 0.4042
H -3.80616 0.11218 -2.63748 0.2396
H -1.83082 1.01183 -1.68847 0.1574
H -1.29375 0.12091 -3.12343 0.1978
H 0.04384 -0.55806 -1.49638 0.5105
H -2.84140 -0.97254 -0.15433 0.4185
H -4.54188 -2.27355 1.32272 0.2250
H -4.71259 -0.51312 1.54187 0.2253
H -6.13967 -1.50272 1.15818 0.2437
```

As for the structure (SMILES): O=C(O)CSc1nc(-c2cccc(Cl)c2)no1.CNC(=O)[C@H](CO)NC(C)=O. For the HOMO energy, the calculation gives -9.22 eV. The calculation puts the LUMO energy at 0.03 eV. The value obtained for the HOMO-LUMO gap is 9.25 eV. The multiplicity is 1. Its total charge is 0.

=====

B) DFT (wB97M-V/def2-TZVPD) results for an isolated molecule of C16H19ClN4O6S.

XYZ file:
```
47
Properties=species:S:1:pos:R:3:nbo_charge:R:1
C -6.75273 -1.51683 1.58662 -0.6182
C -5.24059 -1.37102 1.61552 -0.0673
H -4.75640 -2.30016 1.28733 0.1769
H -4.89864 -1.12845 2.63003 0.1762
O -4.90805 -0.31268 0.73064 -0.4790
C -3.63896 0.04156 0.54401 0.4245
C -2.54176 -0.56023 1.17466 -0.3369
C -1.25261 -0.14981 0.91366 -0.0855
C -0.98924 0.87281 0.00453 -0.0985
C -2.05630 1.47268 -0.63347 -0.1567
C -3.36380 1.07887 -0.37073 -0.0560
N -4.41378 1.76946 -1.07302 0.5283
O -4.08413 2.39566 -2.06245 -0.3982
O -5.54386 1.70651 -0.64964 -0.3484
H -1.90872 2.27360 -1.34333 0.2486
C 0.43139 1.28583 -0.28636 -0.2415
N 1.17199 0.20078 -0.88022 -0.3422
C 1.11975 -0.19771 -2.18965 0.3782
N 1.89189 -1.22199 -2.40256 -0.4095
C 2.46864 -1.52833 -1.21147 0.0972
C 2.03651 -0.63394 -0.23455 0.0253
S 2.32148 -0.47745 1.48083 0.2671
C 4.13208 -0.32031 1.56756 -0.5489
C 4.60667 0.96645 0.88111 0.0644
O 4.29234 0.97701 -0.48411 -0.7048
H 4.89318 0.38916 -0.95921 0.4714
C 6.10698 1.12854 1.13348 -0.3916
H 6.32291 1.15517 2.20021 0.2228
H 6.66705 0.31951 0.66130 0.2130
Cl 6.69288 2.66054 0.43196 -0.0538
H 4.06900 1.82491 1.30137 0.1914
H 4.35337 -0.30077 2.63282 0.2347
H 4.56360 -1.21419 1.11548 0.2610
N 3.34504 -2.61565 -1.09846 0.5183
O 3.52157 -3.32682 -2.06194 -0.3471
O 3.89117 -2.78226 -0.01084 -0.4381
C 0.29238 0.47006 -3.21634 -0.6632
H 0.43604 -0.04661 -4.15990 0.2568
H 0.59033 1.51138 -3.33231 0.2260
H -0.76141 0.43922 -2.94407 0.2327
H 0.93979 1.55955 0.64323 0.2459
H 0.44779 2.13614 -0.97131 0.2255
H -0.43133 -0.62826 1.42674 0.2119
H -2.70169 -1.35664 1.88249 0.2303
H -7.21707 -0.57887 1.87637 0.2219
H -7.06217 -2.30060 2.27163 0.2158
H -7.08259 -1.76581 0.58234 0.2194
```

For the HOMO energy, the calculation gives -8.83 eV. The calculation puts the LUMO energy at -0.54 eV. The value obtained for the HOMO-LUMO gap is 8.29 eV. The multiplicity is 1. Its total charge is 0.

=====

Q: Which of them is the most stable? A: A).